100
Properties=species:S:1:pos:R:3:forces:R:3:mulliken_spin:R:1 method="wB97M-V/def2-TZVPD" orbital_gap_ev="3.17 / 3.18" e_homo_ev="-7.0295 / -7.0295" spin_multiplicity=3 total_charge=+1 e_above_lowest_kj_mol=376.6
V -2.065727 -0.144189 -0.594966 -2.3 -0.2 -3.6 1.72
N -2.347304 -0.080700 1.111021 2.2 0.6 7.6 0.11
S -1.470165 -0.209880 2.449312 -3.2 0.9 -3.8 -0.01
N 0.096132 -0.528772 2.540805 1.7 -0.1 -1.3 0.04
S 1.500992 -0.071336 1.829999 -0.2 -0.6 1.7 0.01
N 1.862488 0.185349 0.343637 0.3 0.6 1.0 0.02
S 1.136209 -0.071557 -1.095894 -3.6 -1.4 -0.3 0.03
N -0.358063 -0.318769 -0.909865 6.3 -0.7 -1.1 0.10
C 1.396323 1.278214 -2.172639 1.6 2.4 -0.4 0.00
C 1.024404 1.249427 -3.526213 -0.7 -1.0 -0.1 0.00
C 1.321212 2.296218 -4.389572 0.4 1.2 0.5 0.00
C 2.176615 3.349770 -3.967808 -0.8 -1.0 0.2 0.00
C 2.573922 3.402355 -2.642508 -1.4 -2.2 0.0 0.00
C 2.102101 2.416700 -1.746640 -0.2 0.5 0.8 0.01
C 2.103320 -1.430402 -1.836832 -0.3 0.0 -0.5 0.02
C 1.645052 -2.127153 -2.977761 -0.3 1.3 0.4 -0.01
C 2.223314 -3.344735 -3.334281 0.5 0.1 1.6 0.00
C 3.272951 -3.873478 -2.556815 0.1 1.6 0.4 0.00
C 3.829656 -3.024553 -1.540078 0.1 -1.1 -0.8 0.00
C 3.295763 -1.790007 -1.237132 -0.3 -0.1 0.4 0.00
C 2.644254 -1.323940 2.539315 -0.2 -0.2 -1.0 0.00
C 3.927153 -1.308447 2.018604 0.4 -0.6 -1.5 0.00
C 4.749082 -2.451907 2.206355 -0.7 0.6 0.8 0.00
C 4.264337 -3.524418 2.973667 0.4 -0.2 -0.1 0.00
C 3.029408 -3.408486 3.629520 0.6 -0.5 0.8 0.00
C 2.226214 -2.323355 3.407560 -1.0 0.6 -0.8 0.00
C 2.107324 1.325836 2.818019 -0.4 0.6 -0.8 0.00
C 2.037826 1.230548 4.186417 -1.1 -1.1 1.4 0.00
C 2.223999 2.345992 4.995697 -0.2 -1.6 0.0 0.00
C 2.503450 3.553881 4.423933 -0.1 1.6 0.2 0.00
C 2.621523 3.674686 3.048379 0.5 -0.6 -1.6 0.00
C 2.479999 2.515966 2.223311 -0.4 0.9 -0.2 0.00
C -2.269876 -1.513202 3.309758 1.5 -1.3 0.8 -0.01
C -1.670818 -2.785666 3.406956 -0.4 0.9 0.0 0.00
C -2.391908 -3.725039 4.131240 1.3 -1.1 0.5 0.00
C -3.564527 -3.445711 4.809972 -1.0 -0.3 -0.3 0.00
C -4.146472 -2.186732 4.660684 -0.2 -1.2 0.0 0.00
C -3.487624 -1.238258 3.894189 -1.4 1.0 0.1 0.00
C -1.751880 1.200943 3.525442 0.5 0.6 -0.1 0.00
C -1.259579 1.067396 4.808722 0.7 -1.7 0.7 0.00
C -1.437381 2.074958 5.752759 0.1 -0.9 1.2 0.00
C -2.097148 3.246757 5.445331 -0.6 0.3 -1.3 0.00
C -2.580846 3.385525 4.104101 0.5 0.1 0.4 0.00
C -2.380962 2.388439 3.128861 0.1 -0.4 1.8 -0.01
H 0.447406 0.402936 -3.897390 0.0 0.2 -0.2 0.00
H 0.835757 2.403532 -5.361918 0.4 -0.6 0.2 0.00
H 2.442485 4.132346 -4.654681 0.1 0.1 -0.2 0.00
H 3.231799 4.108778 -2.249465 0.7 1.4 0.4 0.00
H 2.135736 2.668359 -0.668162 0.6 -0.6 -0.8 0.00
H 0.929883 -1.624533 -3.639843 -0.3 -0.9 0.1 0.00
H 1.729406 -3.924813 -4.075382 0.0 -0.2 -0.9 0.00
H 3.702988 -4.847602 -2.819955 -0.2 0.5 0.4 0.00
H 4.675199 -3.304538 -0.921242 0.1 -0.3 -0.4 0.00
H 3.793691 -1.126237 -0.538495 -0.3 -0.4 0.0 0.00
H 4.172053 -0.573415 1.209527 0.1 -0.5 1.4 0.00
H 5.768942 -2.449685 1.823094 -0.4 -0.2 -0.2 0.00
H 4.835697 -4.482301 3.022791 -0.4 1.1 0.2 0.00
H 2.688531 -4.108880 4.407755 0.3 -0.1 -0.8 0.00
H 1.198770 -2.317573 3.733873 0.0 0.1 0.4 0.00
H 1.675862 0.308791 4.688305 0.5 0.6 -0.6 0.00
H 2.081127 2.186683 6.061574 0.2 0.4 -0.1 0.00
H 2.550129 4.439452 5.080166 0.2 -0.4 -0.6 0.00
H 2.839991 4.644994 2.554919 -0.1 -0.8 0.5 0.00
H 2.555199 2.507081 1.120800 0.1 0.5 0.9 0.00
H -0.695242 -3.005140 2.935476 -0.8 0.1 0.3 0.00
H -1.924444 -4.703542 4.262660 -0.3 0.1 -0.2 0.00
H -4.150084 -4.243956 5.326550 0.9 0.7 -0.3 0.00
H -5.164306 -2.107320 5.068176 0.6 0.7 -0.2 0.00
H -4.012091 -0.290128 3.708256 0.5 -0.3 0.1 0.00
H -0.760178 0.075980 5.102078 -0.8 1.7 -0.3 0.00
H -1.160472 1.841883 6.802124 0.0 0.4 -0.8 0.00
H -2.262212 4.015386 6.230451 0.0 -0.6 -0.9 0.00
H -3.113494 4.290389 3.795799 0.2 -0.3 0.2 0.00
H -2.806377 2.461010 2.165044 -0.3 0.2 -1.0 0.00
S -3.595351 -0.968794 -2.266571 -0.1 -1.1 -0.1 -0.01
C -3.826120 0.679253 -2.129816 0.8 2.2 0.4 0.00
N -2.878005 1.410177 -1.462298 -1.4 0.7 -0.8 -0.05
C -3.172426 2.790792 -1.381479 -0.8 -1.7 -0.7 -0.01
C -2.461659 3.769440 -0.710003 0.4 0.5 -0.9 0.02
C -2.994946 5.071068 -0.832198 0.4 -0.3 0.3 0.00
C -4.230205 5.354781 -1.403608 -1.2 -1.0 0.0 0.00
C -4.999729 4.303783 -1.955797 0.6 0.5 -0.8 0.00
C -4.384890 3.065692 -2.078492 0.1 0.8 1.4 0.00
S -5.124558 1.660716 -2.749591 0.4 -0.7 0.0 0.01
H -1.436388 3.543520 -0.314248 -1.2 0.4 -0.2 0.00
H -2.413608 5.897195 -0.478169 0.2 0.3 0.4 0.00
H -4.705560 6.335634 -1.359799 0.5 -0.1 0.0 0.00
H -5.990584 4.448036 -2.421132 0.6 0.2 0.5 0.00
F -1.070262 -5.434725 -9.535469 0.1 1.7 1.1 0.00
C -0.846314 -4.365415 -8.650850 -1.2 -0.9 0.3 0.00
C -0.870819 -3.017927 -9.011185 1.2 -0.4 0.3 0.00
F -1.027571 -2.636622 -10.298696 0.1 -0.1 0.5 0.00
C -0.459637 -2.083859 -8.052649 0.0 -0.8 1.3 0.00
F -0.141585 -0.858060 -8.445982 -0.1 1.3 -0.7 0.00
C -0.194862 -2.336575 -6.641159 -1.8 -3.2 -2.2 0.00
O 0.208066 -1.519665 -5.816950 0.8 1.7 1.6 0.00
C -0.523065 -3.737835 -6.308690 0.8 2.3 0.3 0.00
F -0.353746 -4.095074 -4.992906 -0.2 -0.2 -0.5 0.00
C -0.824603 -4.652827 -7.257451 0.3 -1.0 -1.6 0.00
F -1.018048 -5.938893 -6.912223 0.0 -0.1 0.2 0.00


15
Properties=species:S:1:pos:R:3:forces:R:3:lowdin_charge:R:1 method="wB97M-V/def2-TZVPD" orbital_gap_ev=11.50 smiles=CC[C@H](O)C(F)(Cl)Cl e_homo_ev=-10.7416 total_charge=0 e_above_lowest_kj_mol=0.0
C 2.007326 0.331278 0.119592 0.6 2.2 -2.6 -0.09
C 0.544734 0.324118 -0.415783 2.1 2.5 -2.6 -0.21
C -0.505864 -0.264580 0.474374 -0.5 -0.8 -0.6 -0.48
O -0.453351 -1.667468 0.511992 1.3 -0.7 -1.6 -0.07
C -1.909250 0.135697 0.040678 -0.2 -0.5 -1.1 -1.22
F -1.905547 0.226286 -1.334156 -0.4 -0.1 0.2 -0.07
Cl -2.391511 1.671239 0.665139 -0.1 0.8 0.3 0.72
Cl -3.083323 -1.109584 0.495072 -0.3 0.3 0.0 0.71
H 2.204867 -0.670634 0.261002 1.3 -2.0 1.0 0.03
H 2.182211 0.989541 0.958762 -0.3 -0.3 0.6 0.06
H 2.813567 0.764931 -0.676099 -2.2 -1.2 1.5 0.13
H 0.432994 1.404508 -0.768987 -0.9 -1.2 0.9 0.13
H 0.582294 -0.166442 -1.454590 -0.4 0.1 1.6 0.14
H -0.423350 -0.070661 1.490743 0.4 1.4 1.9 0.12
H -0.095801 -1.898224 -0.367735 -0.3 -0.5 0.6 0.11


17
Properties=species:S:1:pos:R:3:forces:R:3:lowdin_charge:R:1 method="wB97M-V/def2-TZVPD" orbital_gap_ev=5.96 e_homo_ev=-2.5698 total_charge=-1 e_above_lowest_kj_mol=192.3
C -2.024198 -1.341402 -1.058827 -0.7 0.3 -3.3 -0.43
S -3.036104 0.277586 -0.983909 -0.2 0.1 0.4 0.58
C -2.081027 1.581984 -0.061173 3.1 -0.7 0.4 -0.49
H -1.044499 -1.247936 -0.536340 -0.8 -0.3 -0.5 -0.03
H -1.868419 -1.623451 -2.309061 -0.1 1.1 3.8 0.10
H -2.794392 -2.081915 -0.745015 1.0 0.4 0.3 -0.01
H -1.788474 1.330104 1.042260 -1.0 0.3 -1.9 0.04
H -1.086156 1.466798 -0.633052 -1.0 0.6 1.1 -0.04
H -2.370686 2.681249 -0.113268 -0.4 -1.8 -0.3 0.03
C 3.003121 0.055196 0.948636 -0.7 0.4 0.5 -0.26
C 1.565788 -0.235293 0.483119 -1.8 -1.6 1.5 -0.85
S 1.202237 0.132262 -1.281926 0.1 0.2 0.7 0.14
H 3.323589 1.095963 1.047780 -0.4 0.1 -0.7 0.05
H 3.688798 -0.491032 0.336763 0.5 -0.1 -0.7 0.03
H 3.168903 -0.316667 1.941186 -0.1 -0.5 0.9 0.03
H 0.714767 0.097622 1.302649 2.0 0.0 -1.9 0.07
H 1.426746 -1.381062 0.620182 0.4 1.5 -0.3 0.04


| no. | energy (eV) |
| --- | --- |
| 1 | -154295.7629 |
| 2 | -34070.4575 |
| 3 | -25995.8439 |